{
  "formula": "C5H9NSe",
  "method": "ωB97M-V/def2-TZVPD",
  "symbols": ["C", "C", "C", "C", "C", "N", "Se", "H", "H", "H", "H", "H", "H", "H", "H", "H"],
  "coordinates": [[-0.4818, -1.5999, 0.1139], [-1.4783, -0.5650, 0.5309], [-0.8342, 0.8208, 0.5663], [0.0847, 1.0072, -0.6556], [1.1010, -0.0758, -0.5116], [0.6960, -1.3303, -0.2775], [2.9325, 0.2698, -0.0774], [-0.7596, -2.6450, 0.1662], [-2.3043, -0.5882, -0.1886], [-1.8945, -0.8294, 1.5059], [-1.5981, 1.5990, 0.5862], [-0.2326, 0.9153, 1.4754], [-0.4991, 0.8934, -1.5713], [0.5505, 1.9940, -0.6535], [2.0088, -0.5118, -2.3369], [2.7090, 0.6458, 1.3276]],
  "forces_ev_per_a": [[-0.3543, 0.1479, 0.2275], [0.0057, 0.2430, -0.0605], [-0.1705, 0.0713, -0.0529], [-0.0705, 0.2050, 0.3711], [1.3872, 0.1870, -2.1162], [0.1404, -1.3002, 0.1564], [0.2359, 0.2465, 0.0187], [-0.0700, -0.1633, 0.0333], [-0.0820, 0.0073, 0.0554], [-0.0524, -0.0326, -0.0535], [0.0291, -0.0032, 0.0709], [-0.0594, 0.0657, -0.0005], [0.0617, -0.0621, -0.0338], [-0.0413, -0.1406, -0.0752], [-0.8543, 0.5135, 1.2378], [-0.1054, 0.0149, 0.2213]],
  "relative_energy_kj_mol": 350.0,
  "total_energy_ha": -2651.94143,
  "homo_energy_ev": [-8.8, -7.8],
  "gap_ev": [8.44, 7.46],
  "spin_multiplicity": 1,
  "lumo_ev": [-0.367, -0.386]
}